The following is a quantum chemistry calculation of a structure of composition C26H36CaF6NO22S2, from OMol25.

Output
ΔE to the lowest compared entry with this formula, charge and spin: 5.6434 eV
energy: -130485.1873 eV
orbital gap: 6.96 eV
max |F|: 6.70 eV Å⁻¹
HOMO energy: -11.4 eV
molar mass: 932.8 g mol⁻¹
total charge: +1

XYZ file:
```
94
Properties=species:S:1:pos:R:3:forces:R:3:lowdin_charge:R:1
Ca 0.035525 -0.961213 -0.033312 0.588 -0.937 -0.804 1.7645
C 2.656331 -3.061696 -3.755865 0.832 0.594 -0.702 -0.5352
F 3.901978 -3.583860 -3.990621 -1.715 0.829 0.814 0.1150
F 2.755857 -1.668467 -3.709259 -0.024 -2.269 0.851 0.0778
F 1.902152 -3.305823 -4.805613 -0.034 -0.238 0.131 0.1365
S 1.850875 -3.903425 -2.157636 1.393 0.076 1.041 0.6201
O 2.296571 -5.276226 -2.055597 -0.740 1.744 -0.764 -0.2498
O 2.249389 -3.129365 -1.019510 0.971 2.197 1.286 -0.3850
N 0.254517 -3.421846 -2.176542 1.586 -0.248 -0.843 -0.3471
S -0.431482 -4.643927 -2.887483 -1.600 -5.553 -3.390 0.5780
O 0.430139 -5.483544 -3.780418 -1.606 2.899 1.208 -0.3258
O -1.146908 -5.485797 -1.957880 -0.558 1.481 -0.172 -0.2840
C -1.652737 -3.857770 -4.172244 -0.764 -0.853 -0.591 -0.6225
F -2.492808 -3.032628 -3.564553 0.169 0.782 0.504 0.1207
F -1.000373 -3.222454 -5.150246 0.222 0.118 0.700 0.1255
F -2.464493 -4.747241 -4.809052 1.151 -0.083 0.891 0.1153
C -1.844815 6.596786 -2.587048 -1.557 0.762 0.889 0.0064
C -2.260093 6.070335 -1.186688 2.030 0.470 -1.731 -0.3256
C -3.508373 5.307725 -1.137702 -1.336 0.737 -0.779 -0.1247
O -3.151665 4.231250 -0.290780 -0.408 -1.109 1.091 0.0803
C -1.812582 4.021441 -0.336586 1.323 -3.519 -0.700 -0.4392
O -1.224832 2.941792 0.022288 -2.445 5.008 -1.205 0.0420
O -1.297529 5.051462 -1.051227 1.875 -2.748 1.920 0.0552
H -2.573499 7.365594 -2.844084 0.394 0.459 -0.300 0.0867
H -2.008754 5.795902 -3.308026 0.191 -0.142 0.190 0.0883
H -0.809229 6.933954 -2.631540 -0.274 0.132 0.146 0.0918
H -2.151925 6.654168 -0.272609 -0.029 0.897 -0.464 0.1672
H -3.861918 5.003248 -2.122783 0.423 -0.786 -0.098 0.1408
H -4.324419 5.961611 -0.830139 -0.079 -0.504 1.054 0.1460
C -0.059960 0.456751 -8.121825 0.695 -0.294 -0.799 -0.0159
C -0.200349 1.482148 -7.043895 0.970 -0.006 0.299 -0.3113
C -1.626033 1.900836 -6.823477 -0.492 1.839 0.214 -0.1100
O -1.840129 1.705762 -5.433422 0.725 -1.417 1.367 0.0570
C -0.754895 1.042220 -4.880530 -0.362 -1.811 1.214 -0.4817
O -0.722661 0.500733 -3.771960 -0.257 1.959 -2.408 0.0850
O 0.243655 0.939587 -5.781827 -1.319 -0.163 1.012 0.0835
H 0.784082 -0.216163 -7.970533 0.209 0.295 0.151 0.0941
H 0.120677 0.991346 -9.054398 -0.138 -0.187 -0.210 0.0945
H -0.916239 -0.206654 -8.243322 -0.227 0.287 0.170 0.0931
H 0.461104 2.346576 -7.101761 -0.080 -0.002 -0.919 0.1594
H -2.359163 1.455739 -7.496163 -0.014 -0.788 0.529 0.1353
H -1.799474 2.969286 -6.951636 0.364 0.150 -0.291 0.1325
C 3.864903 0.516418 7.782908 -0.781 0.206 0.193 -0.0089
C 2.562347 0.710977 6.973607 2.086 -0.880 1.712 -0.3289
C 2.421648 2.069919 6.396723 -1.176 0.502 0.252 -0.0757
O 1.983149 1.796217 5.063608 -0.229 1.414 -0.691 0.0949
C 2.046629 0.515694 4.789301 -1.181 -2.314 -4.130 -0.5133
O 1.695872 -0.002637 3.671991 1.516 1.997 4.631 0.0394
O 2.531362 -0.139127 5.844924 -0.258 -1.280 -0.753 0.1022
H 4.748454 1.003335 7.370168 -0.059 -0.323 -0.391 0.0854
H 4.017457 -0.538512 8.010794 0.181 0.059 -0.218 0.0885
H 3.696260 1.005872 8.742129 -0.003 0.040 0.146 0.0886
H 1.766882 0.458291 7.674682 -0.377 -0.157 -0.423 0.1557
H 3.326854 2.675980 6.433795 -0.113 -0.018 -0.335 0.1417
H 1.588134 2.530700 6.926860 0.259 0.669 -0.265 0.1441
C 6.627288 2.029224 2.895630 -0.243 -0.572 -0.152 -0.0173
C 6.336910 2.362869 1.420792 -0.738 -0.561 0.850 -0.3091
C 6.834877 1.316415 0.491938 0.878 -1.518 -0.307 -0.0509
O 5.671256 0.834413 -0.284536 3.439 -0.373 -0.645 0.1208
C 4.604640 1.378647 0.174617 -2.405 0.316 0.513 -0.5849
O 3.478831 1.084656 -0.211484 1.501 0.882 1.067 0.0931
O 4.935531 2.259591 1.151807 -1.890 1.007 0.422 0.0795
H 7.701945 1.955811 3.062453 0.104 0.796 0.111 0.0916
H 6.332370 1.019998 3.183024 -0.459 -0.291 -0.605 0.0841
H 6.079099 2.640118 3.612847 0.480 0.541 -0.208 0.0829
H 6.742402 3.338189 1.151650 -0.521 0.206 0.079 0.1549
H 7.187559 0.470738 1.082304 0.002 -0.230 -0.332 0.1330
H 7.680040 1.700673 -0.079152 -0.486 -0.396 -0.772 0.1415
C -8.185940 0.714862 -2.355079 -0.124 0.126 0.864 -0.0111
C -7.390811 0.551264 -1.046360 -2.319 -0.957 -0.213 -0.3084
C -7.637099 -0.806703 -0.247224 0.782 1.106 -1.534 -0.0067
O -6.244660 -1.231018 -0.084306 -2.078 -1.238 1.867 0.0952
C -5.421311 -0.401233 -0.643532 4.587 -0.937 0.034 -0.6101
O -4.186206 -0.518779 -0.586144 -2.650 0.385 -0.078 0.0760
O -6.044207 0.500880 -1.332851 1.164 1.864 -1.115 0.1105
H -9.187737 1.029384 -2.062541 -0.239 -0.329 -0.219 0.0856
H -8.201128 -0.211050 -2.930033 -0.093 0.024 0.078 0.0893
H -7.818293 1.514861 -2.997682 0.351 -0.027 0.226 0.0846
H -7.609090 1.361490 -0.350665 0.206 0.284 -0.154 0.1487
H -8.151559 -1.575151 -0.824214 0.084 0.074 -0.003 0.1301
H -8.198908 -0.585820 0.660340 0.651 -0.408 0.310 0.1295
C 2.043861 -4.710660 6.067987 0.117 -0.184 -0.284 -0.0136
C 1.051524 -5.238222 5.039825 0.930 -1.390 1.882 -0.3253
C -0.317220 -5.589043 5.680755 1.215 -0.389 -0.516 -0.0667
O -1.190113 -4.848742 4.848132 -1.148 -0.139 0.644 0.0925
C -0.527406 -4.061392 4.016227 -2.440 1.552 -2.982 -0.5400
O -1.125549 -3.334823 3.194037 2.219 -1.506 2.187 0.0700
O 0.773580 -4.260545 4.100448 -0.219 1.698 -1.049 0.1084
H 2.486103 -5.507216 6.666345 -0.175 -0.157 -0.047 0.0910
H 1.525873 -4.034533 6.748149 0.171 0.219 -0.076 0.0861
H 2.867448 -4.214327 5.554723 -0.069 0.163 0.101 0.0885
H 1.452433 -6.080531 4.476019 0.090 -0.133 0.190 0.1591
H -0.390917 -5.310608 6.732011 -0.139 0.378 -0.140 0.1316
H -0.480879 -6.664969 5.619755 -0.457 0.139 -0.227 0.1373
```
Positions in Å, forces in eV/Å.